[1]
Formula: C7H10N4O
Source: the OMol25 dataset
Level of theory: ωB97M-V/def2-TZVPD

Its total charge is 0. The orbital gap (alpha / beta) comes out at 7.3102 / 6.0948 eV. The spin multiplicity is 1. The calculation puts the LUMO energy (alpha / beta) at -2.02 / -2.30 eV. The energy above the lowest of the compared OMol25 structures with the same formula, charge and spin comes out at 423.3 kJ/mol.

Each line ends with the Mulliken charge.
Cartesian coordinates (Å):
C (0.691, -0.856, -2.568)  0.56
C (0.961, 2.814, 0.378)  -0.27
C (2.172, 2.361, -0.241)  -0.14
C (0.868, 0.617, 0.288)  0.36
C (-1.080, -2.367, 1.196)  -1.22
C (-2.086, -0.420, 0.051)  -1.27
C (-0.933, -0.874, 0.939)  0.49
N (0.236, 1.746, 0.745)  -0.42
N (0.043, -1.372, -1.737)  -0.48
N (2.084, 1.026, -0.233)  -0.03
N (0.405, -0.597, 0.353)  -0.46
O (1.303, -0.349, -3.440)  -0.54
H (0.781, 3.863, 0.755)  0.33
H (3.017, 2.965, -0.681)  0.34
H (-0.830, -2.778, 0.244)  0.33
H (-0.320, -2.672, 2.021)  0.29
H (-2.182, -2.478, 1.506)  0.35
H (-3.084, -0.678, 0.343)  0.44
H (-1.915, -0.878, -0.949)  0.35
H (-2.005, 0.719, -0.062)  0.27
H (-0.919, -0.266, 1.979)  0.38
H (2.791, 0.474, -0.887)  0.35



[2]
Formula: C7H10N5
Source: the OMol25 dataset
Level of theory: ωB97M-V/def2-TZVPD

As for the expectation value of S²: 2.0364. Its total charge is +1. The orbital gap (alpha / beta) comes out at 5.5227 / 8.2106 eV. The spin multiplicity is 3. The calculation puts the LUMO energy (alpha / beta) at -3.55 / -5.91 eV. The energy above the lowest of the compared OMol25 structures with the same formula, charge and spin comes out at 0.0 kJ/mol.

Each line ends with the Löwdin spin population.
Cartesian coordinates (Å):
C (-1.505, 3.240, -0.830)  0.45
C (1.614, 2.539, 0.748)  0.32
C (-0.340, 2.657, -0.244)  0.42
C (-1.599, 1.030, -1.368)  0.34
C (0.655, 0.401, 0.097)  0.02
C (-2.280, -0.195, -1.890)  0.05
C (1.555, -1.780, 0.933)  0.00
N (-2.140, 2.217, -1.492)  0.01
N (0.698, 3.262, 0.416)  0.08
N (-0.386, 1.239, -0.620)  0.15
N (1.637, 1.130, 0.670)  0.08
N (0.553, -0.878, 0.270)  0.01
H (-1.864, 4.282, -1.038)  0.02
H (2.420, 2.780, 1.331)  0.02
H (-1.754, -1.118, -1.681)  0.00
H (-2.454, -0.095, -2.915)  0.01
H (-3.206, -0.310, -1.356)  0.02
H (1.852, -2.556, 0.278)  0.00
H (2.400, -1.235, 1.278)  0.00
H (1.086, -2.230, 1.757)  0.00
H (2.293, 0.648, 1.283)  0.00
H (-0.165, -1.534, -0.276)  0.00



[3]
Formula: C7H10NOS
Source: the OMol25 dataset
Level of theory: ωB97M-V/def2-TZVPD

As for the SMILES: [NH2+]=CC[C@@H](S)c1ccco1. Its total charge is +1. The orbital gap comes out at 7.3580 eV. The spin multiplicity is 1. The calculation puts the LUMO energy at -4.51 eV. The energy above the lowest of the compared OMol25 structures with the same formula, charge and spin comes out at 114.4 kJ/mol.

Each line ends with the Mulliken charge.
Cartesian coordinates (Å):
N (2.393, 1.834, -1.539)  -0.18
C (1.220, 2.182, -1.246)  0.15
C (0.132, 1.226, -0.710)  -0.78
C (0.303, -0.279, -0.320)  0.09
S (1.889, -0.280, 0.651)  -0.24
C (-0.808, -0.860, 0.397)  0.03
C (-1.247, -2.138, 0.550)  -0.49
C (-2.164, -2.112, 1.675)  -0.42
C (-2.445, -0.798, 1.876)  -0.31
O (-1.582, -0.039, 1.203)  -0.31
H (2.848, 0.871, -1.301)  0.13
H (3.095, 2.497, -1.975)  0.31
H (0.865, 3.183, -1.508)  0.39
H (-0.265, 1.581, 0.223)  0.46
H (-0.772, 1.455, -1.385)  0.42
H (0.544, -0.866, -1.204)  0.43
H (2.679, -1.025, -0.176)  0.15
H (-0.979, -3.073, 0.099)  0.41
H (-2.642, -2.989, 1.986)  0.42
H (-3.064, -0.368, 2.704)  0.35



[4]
Formula: C7H10NP
Source: the OMol25 dataset
Level of theory: ωB97M-V/def2-TZVPD

Its total charge is 0. The orbital gap comes out at 9.2603 eV. The spin multiplicity is 1. The calculation puts the LUMO energy at 0.96 eV. The energy above the lowest of the compared OMol25 structures with the same formula, charge and spin comes out at 0.0 kJ/mol.

Each line ends with the Mulliken charge.
Cartesian coordinates (Å):
C (1.284, 0.666, 2.829)  -0.47
C (1.051, 1.564, 1.834)  -0.26
C (1.117, -0.699, 2.596)  -0.54
C (0.657, 1.156, 0.526)  -0.27
C (0.765, -1.102, 1.333)  -0.28
C (0.540, -0.222, 0.311)  0.06
C (-1.898, -1.170, -1.366)  -0.94
N (0.031, -0.486, -3.042)  -0.42
P (-0.064, -1.301, -1.620)  0.10
H (1.634, 1.009, 3.755)  0.41
H (1.117, 2.705, 1.999)  0.23
H (1.215, -1.413, 3.343)  0.43
H (0.621, 1.971, -0.300)  0.21
H (0.708, -2.127, 1.025)  0.33
H (-2.433, -1.854, -2.124)  0.31
H (-2.174, -0.188, -1.527)  0.33
H (-2.198, -1.526, -0.342)  0.29
H (0.774, -0.668, -3.726)  0.25
H (-0.296, 0.488, -3.052)  0.22